181
Properties=species:S:1:pos:R:3:forces:R:3:lowdin_charge:R:1 method="wB97M-V/def2-TZVPD" energy_ev=-152124.265 orbital_gap_ev=10.4 total_charge=-1 e_homo_ev=-8.39 fmax_ha_per_bohr=0.03945 mol_weight_g_mol=1447.94
O -1.9659 -3.2936 12.4855 -0.6789 0.0792 0.3579 -0.03
O -0.6168 4.6749 11.7532 0.3627 0.0956 -0.0383 0.01
O -6.2643 2.2346 16.5290 -0.1223 0.1354 0.5092 0.14
O -7.5187 -0.3005 14.2738 -0.3250 -0.3629 0.7128 -0.01
O -2.0871 -2.8374 16.9547 -0.2270 0.4277 0.2676 0.02
O -5.9957 8.6828 19.3931 -0.4218 0.3396 -0.0134 0.02
O -8.4528 6.0597 20.7476 -0.0504 0.2272 -0.1689 0.13
O -3.4821 2.4620 12.9979 -0.1744 0.0684 -0.0574 0.22
O -4.1040 3.1475 5.8325 0.2157 -0.2429 -0.6180 0.00
O 0.9393 4.6681 10.2910 0.1777 -0.3322 -0.0789 -0.03
O -2.6286 8.2024 14.0365 -0.0895 0.1413 -0.8861 0.00
O -8.0488 -1.1518 12.2559 0.0776 -0.0144 -0.0169 0.13
O 1.6094 4.8915 15.7821 0.2309 -0.0678 0.0836 0.13
O -4.6681 3.6286 7.9612 -0.1283 0.3157 0.0442 0.13
O -0.1350 0.1825 8.8702 -0.0446 0.1928 0.0220 -0.05
O -9.1370 4.5464 11.8641 -0.4068 -0.4759 0.4423 -0.01
O -3.3479 1.3064 18.5437 -0.0264 0.0127 0.0402 0.01
O -0.7171 0.6601 14.0420 0.4294 -0.5380 0.1966 0.16
O -2.2409 -4.7165 17.9825 -0.0613 0.4260 -0.0272 0.00
O -4.9154 7.6839 21.1089 0.3782 -0.2148 -0.0430 0.12
O -10.9607 2.6585 18.0436 -0.5106 0.9259 0.5188 0.00
O -4.6627 1.8377 15.0309 0.0206 -0.3392 -0.1525 0.24
O 1.3952 0.0483 10.4823 0.3286 -0.0645 0.1258 0.03
O -1.1003 -4.6694 16.0454 -0.0811 0.1347 -0.4404 0.13
O -4.7372 2.1904 20.0877 -0.1030 0.0852 0.0922 0.13
O -1.5629 10.0102 14.4795 0.7030 -0.1230 -0.3683 0.00
O -6.6077 -2.1848 13.5934 0.0008 -0.6170 -0.1393 0.00
O 0.9578 -0.0189 17.3274 -0.2903 -0.4704 0.0510 0.00
O -1.3563 -5.4112 12.5382 0.1434 -0.1848 -0.1227 0.01
O -6.7733 8.9318 21.3711 -0.0505 -0.0515 -0.4275 0.00
O -2.0976 1.4218 11.5758 -0.0681 -0.2099 -0.1826 0.15
O 0.0773 -3.9171 11.7479 0.1081 -0.0260 -0.0911 0.15
O -5.1312 4.9550 16.4092 -0.0029 0.5625 0.2376 0.15
O -2.8970 3.2561 19.3427 0.7008 -0.1649 -0.4169 -0.01
O -3.7589 3.9971 14.8904 -0.0601 -0.3242 0.1072 0.21
O -7.2067 3.6040 11.8475 -0.2498 -0.3117 0.3677 0.00
O -10.1309 4.1622 16.7544 -0.0922 0.8145 0.5299 0.01
O -3.4209 9.5339 15.6699 -0.1816 0.2229 0.3536 0.12
O -0.2733 5.8847 16.4999 -0.3982 0.6517 0.5803 0.00
O -8.3060 4.2154 19.4488 -0.4192 -0.3251 0.1447 0.03
O 0.7212 -1.8075 9.4693 0.1742 -0.1729 -0.1144 0.14
O 1.5146 7.0820 16.3135 -0.0252 0.3876 -0.0319 0.00
O 3.0187 0.0175 16.4136 0.4252 0.0664 -0.0792 0.14
O -2.2850 2.0117 14.9519 0.0392 -0.1057 0.0839 0.20
O -9.9901 4.4147 20.7468 -0.4330 -0.4903 -0.3147 -0.02
O -10.0778 2.0046 16.0817 -0.0425 0.3975 0.1741 0.13
O 1.9828 -1.8861 17.0873 -0.0544 -0.0628 -0.2583 -0.01
O -2.7189 2.6439 7.4085 0.1453 0.0127 -0.2461 0.00
O 1.4083 5.5022 12.3406 0.2225 -0.0463 0.1835 0.14
O -7.5523 5.3617 10.4855 0.0110 0.2232 -0.1119 0.13
C -5.7977 8.3637 20.6630 -0.1710 -0.1614 0.1529 -0.62
C -8.1267 0.9618 14.0418 0.9106 1.4726 -1.0569 -0.03
C -1.7672 -4.1147 16.8762 0.5845 -0.0787 0.7952 -0.61
C 0.6623 4.9780 11.5618 -0.3776 0.4234 -0.1967 -0.62
C -1.0185 -0.5005 7.9655 0.6958 0.0602 -0.0913 -0.01
C -3.7767 7.3239 14.1338 0.6641 0.4203 1.0163 0.00
C -7.1379 4.5430 18.7104 0.2444 -0.1837 -0.9118 -0.01
C -1.6953 1.3311 13.9790 -0.4353 1.0284 -0.1542 -0.40
C 2.0936 -0.5668 16.8958 -0.6306 0.2458 -0.0372 -0.61
C 1.2036 1.4433 10.6381 -0.6833 1.2514 -0.9560 -0.05
C -10.9959 5.2239 21.3556 0.5478 -0.2527 0.1995 -0.03
C -1.7501 -1.9475 12.0909 1.3234 0.6206 -0.5093 -0.03
C -2.6162 9.2730 14.8176 -0.1656 -0.3022 -0.1683 -0.62
C 0.7439 1.3544 17.0806 0.2302 1.4680 0.1013 -0.05
C -1.5407 -1.9660 15.9581 0.2335 -0.4306 -1.0229 0.00
C -6.8379 8.6359 22.7492 -0.1977 -0.0223 0.7025 -0.06
C -7.4503 -1.1951 13.2955 -0.2535 0.4087 -0.1236 -0.62
C 0.6711 -0.6195 9.5886 -0.4347 0.0245 0.0663 -0.61
C -5.1809 3.9365 5.3392 -0.3578 0.5865 0.7873 -0.05
C 2.8924 7.2229 15.9440 -0.1217 -0.6376 0.1680 -0.03
C -2.4460 1.7065 12.6826 0.2918 -0.0987 -0.3135 -0.37
C 2.2909 4.8915 9.8691 -0.3855 0.1367 0.1952 -0.04
C -3.7550 2.2458 19.3969 -0.2908 0.0022 0.0123 -0.62
C -3.2025 4.4377 20.0580 0.2108 0.6720 0.4676 -0.04
C -5.9042 -2.1903 14.8365 0.2526 0.5159 -0.0347 -0.03
C -5.3136 2.5802 15.8932 -0.3532 0.1866 -0.5926 -0.38
C 1.0108 5.8631 16.1585 -0.0372 -0.4068 -0.1378 -0.63
C -4.7316 4.0138 15.7983 0.1688 -0.5147 -0.2018 -0.36
C -10.8077 1.4041 18.6610 0.6492 -1.0877 0.0267 -0.05
C -9.9932 5.6259 11.5342 0.4905 0.9510 -0.0006 -0.05
C -4.2909 0.2406 18.3710 0.1264 -0.5761 -0.3838 -0.02
C -7.9212 4.5766 11.3184 0.4204 0.1328 -0.3242 -0.63
C -1.2428 5.0431 12.9914 -0.0846 -0.2066 -0.2793 0.01
C -5.8715 3.3502 11.3670 -0.4705 0.1829 -0.1978 0.01
C -9.2879 4.6041 15.7048 0.2883 -0.2082 -0.9375 -0.03
C -1.8800 -6.0699 18.1255 -0.0031 -1.0177 0.1190 -0.07
C -2.1620 2.9603 8.6960 -0.2146 -0.3116 0.4187 -0.01
C -10.3676 2.8682 16.8741 0.4508 -1.0037 -0.2309 -0.60
C -5.1119 8.1819 18.4225 0.5748 -0.6927 -1.4041 -0.05
C -3.9026 3.1859 7.1488 -0.0110 -0.1470 0.2560 -0.62
C -2.5932 -5.6766 13.1970 -0.0672 -0.4288 -0.3747 -0.04
C -0.8317 4.6137 16.8314 0.5294 -0.5952 0.1138 -0.01
C -0.9909 -4.1711 12.2129 -0.0630 0.1025 0.1931 -0.61
C -8.8691 5.0065 20.3334 0.4212 0.4595 0.2774 -0.61
C -1.2972 11.1525 15.2748 -0.1196 0.2334 0.5215 -0.05
C 3.1399 -2.6454 16.7628 0.3694 -0.6018 0.2482 -0.04
B -3.5590 2.5958 14.4383 0.4081 0.0482 0.6031 -0.92
H 2.9793 4.2740 10.4426 0.0360 -0.0001 -0.0186 0.09
H -3.4839 6.6470 14.9323 -0.6075 -0.4353 -0.1299 0.09
H -10.9493 1.4924 19.7358 -0.2107 0.4879 -0.0848 0.09
H 3.6764 -2.2843 15.8902 -0.0363 0.3852 0.1190 0.10
H -2.0318 4.0376 8.7781 0.1879 -0.0368 0.0256 0.10
H -4.5878 -0.2032 19.3178 -0.0873 0.2461 0.0863 0.10
H -10.0560 5.7692 10.4576 -0.1603 -0.1505 -0.0210 0.09
H -2.7819 2.6055 9.5181 -0.1904 0.0586 -0.1731 0.08
H -0.2994 11.5335 15.0708 0.0140 -0.3062 -0.4630 0.09
H -0.9986 4.0624 15.9104 -0.2474 -0.2331 0.2142 0.08
H -8.0900 1.5346 14.9564 -0.0485 -0.3914 0.2875 0.06
H 0.5576 1.6135 16.0388 0.0366 -0.5170 -0.1147 0.09
H -1.7241 4.7279 17.4392 -0.2290 0.4506 -0.4321 0.09
H -8.9986 5.6397 15.8651 -0.3714 0.0471 0.3906 0.10
H 1.1914 1.9759 9.6793 0.3340 -0.3343 -0.1000 0.09
H -5.1744 4.0264 11.8535 0.0398 -0.0322 0.0353 0.09
H 2.2884 4.6158 8.8199 0.1672 0.0086 -0.0221 0.09
H -9.1220 1.0457 13.6109 -0.1557 -0.9874 0.2005 0.10
H -2.6405 -5.1664 14.1527 -0.0397 -0.0401 0.0693 0.07
H -5.7040 2.3233 11.6678 0.3082 0.0104 -0.0581 0.09
H -0.4250 -1.1497 7.3230 -0.1216 -0.1414 0.0451 0.10
H -5.5382 8.3731 17.4367 -0.2225 0.3920 0.2414 0.09
H -5.1457 3.9493 4.2569 0.1825 -0.2352 -0.0404 0.09
H -5.0661 4.9522 5.7292 -0.0456 -0.0191 -0.1887 0.10
H -2.2095 -1.2281 12.7598 -0.5293 -0.4435 0.1436 0.07
H -2.0664 -1.7977 11.0593 -0.2586 -0.0144 0.0753 0.10
H -4.9991 7.0942 18.4168 0.0184 0.0596 0.6197 0.07
H -3.4620 -5.4550 12.5756 0.1282 0.3732 -0.0312 0.09
H -1.2335 2.4028 8.7569 0.1655 0.2429 -0.1114 0.08
H -7.4326 4.5696 17.6639 -0.0413 -0.0831 0.0083 0.06
H -9.8071 4.5321 14.7480 0.0852 -0.0985 -0.0304 0.09
H 2.8464 -3.6710 16.5445 -0.4041 0.1144 0.0997 0.09
H 3.7718 -2.6720 17.6523 0.2632 0.1012 -0.2108 0.10
H -5.1359 -2.9554 14.7618 -0.0968 -0.0996 -0.1307 0.09
H -3.9198 6.8253 13.1835 0.2020 0.0156 -0.0783 0.09
H -8.3577 4.0355 15.6561 -0.1688 -0.2679 0.0407 0.08
H 2.0135 1.8783 11.2134 0.0085 -0.4387 0.3709 0.10
H -2.5768 -6.7598 13.3034 -0.0167 0.0457 0.3854 0.09
H -5.8152 3.4701 10.2865 -0.0109 -0.0136 0.0146 0.09
H -10.6511 5.5496 22.3370 -0.0967 0.2407 -0.0597 0.09
H -3.7921 -0.5320 17.7874 0.2058 0.1531 0.0175 0.08
H 3.1658 8.2283 16.2391 0.0391 0.1042 -0.2278 0.09
H -11.8435 4.5555 21.4724 -0.0995 0.0923 -0.0334 0.09
H -4.1282 8.6503 18.4167 -0.0373 0.0637 0.4090 0.10
H -6.6482 5.4973 18.8894 -0.2661 0.0012 0.7696 0.08
H -7.8953 8.5607 22.9943 -0.0079 0.2178 0.0167 0.09
H -2.4044 -6.4411 19.0036 -0.2135 0.0846 -0.1134 0.09
H -7.4759 1.4826 13.3295 -0.1019 0.0403 -0.0019 0.09
H -6.3648 9.4480 23.3022 -0.0770 -0.0045 0.0926 0.09
H -2.2632 5.1686 12.6456 -0.2586 -0.1003 0.6513 0.09
H -2.2920 5.0361 20.1083 0.0789 -0.1865 -0.2723 0.10
H -6.5648 -2.4064 15.6747 -0.0698 0.0546 -0.0378 0.10
H 3.0126 7.0076 14.8839 0.0435 0.2779 -0.0580 0.10
H 2.5356 5.9440 10.0019 0.1406 -0.0252 -0.0493 0.09
H -9.5717 6.5439 11.9585 -0.0593 -0.0095 -0.1094 0.10
H -6.1481 3.5831 5.6989 0.0803 -0.2106 -0.0876 0.10
H -2.0226 11.9301 15.0380 -0.0595 0.0177 0.2834 0.10
H -2.1559 -6.6450 17.2416 -0.0875 -0.0029 0.0444 0.09
H 0.2158 1.6921 11.0297 0.1706 -0.3245 0.5281 0.08
H -6.4734 3.6925 18.8240 0.2450 0.1882 0.1235 0.08
H -6.3817 7.6963 23.0548 0.2247 -0.0285 -0.4783 0.09
H -3.9458 5.0246 19.5210 -0.2513 -0.1163 0.2125 0.08
H -0.8803 5.9563 13.4605 0.2693 0.0806 -0.3874 0.10
H -9.7826 1.0483 18.5227 -0.1223 -0.0399 -0.1392 0.10
H -1.1132 4.2251 13.6976 -0.2328 -0.0159 0.0308 0.09
H -4.6573 7.8932 14.4195 -0.0340 -0.0442 -0.0127 0.09
H -0.1173 1.6780 17.6618 -0.1379 -0.4180 0.0362 0.09
H -1.9097 -2.3010 14.9860 -0.0144 0.2161 -0.0298 0.09
H -1.4656 0.2800 7.3583 -0.2739 -0.0109 0.1575 0.08
H 3.4908 6.4946 16.4939 0.0108 0.0762 0.0198 0.10
H -11.4953 0.6457 18.2829 -0.0379 0.1671 -0.2015 0.09
H -1.8399 -0.9428 16.1529 -0.2171 -0.0895 0.3022 0.09
H -5.1419 0.5949 17.7956 -0.1884 0.0375 0.2322 0.08
H -0.1348 4.0692 17.4749 0.0864 -0.0528 -0.2782 0.09
H -1.7336 -1.0884 8.5330 -0.1674 0.0300 -0.1020 0.10
H -1.3043 10.8840 16.3321 -0.3400 0.1265 -0.0192 0.10
H -11.2426 6.0638 20.7104 -0.0246 0.0927 0.1009 0.10
H -10.9619 5.4752 11.9963 -0.0175 -0.4160 -0.0765 0.09
H -0.6825 -1.7141 12.1245 -0.0351 -0.1498 -0.0360 0.10
H -3.4741 4.2437 21.0942 -0.4159 -0.1577 -0.1619 0.10
H 1.5812 1.9793 17.4034 0.1706 -0.3051 0.0182 0.10
H -0.8193 -6.2570 18.3099 0.0890 0.5269 -0.1750 0.10
H -5.4252 -1.2196 14.9732 -0.0182 -0.0820 0.2231 0.09
H -0.4539 -2.0143 15.9208 -0.0012 -0.0944 0.2640 0.09